ORCA calculation (wB97M-V/def2-TZVPD) on a molecular structure, C26H23BeGeNO5S in a non-equilibrium geometry.

Each line ends with the natural charge from an NBO analysis.
Geometry (Å):
Be 0.43408 -10.15533 14.92295  1.748
O 4.04998 -10.45878 17.54070  -0.632
C 2.96230 -10.08420 16.90650  0.774
O 2.86210 -9.29858 15.99350  -0.595
C 1.80455 -10.92656 17.34487  0.099
C 1.79618 -11.73201 18.44498  -0.179
C 0.74364 -12.66702 18.61709  -0.071
C -0.17751 -12.81889 17.59040  -0.201
C -0.09286 -11.97148 16.52571  0.137
N 0.84823 -11.00962 16.36795  -0.656
C -1.00693 -12.08439 15.23514  0.784
O -1.74163 -12.95411 14.94574  -0.501
O -0.77148 -11.02042 14.47004  -0.978
H 4.82640 -9.98494 17.20477  0.527
H 2.63592 -11.72825 19.16374  0.280
H 0.62650 -13.30766 19.47732  0.261
H -0.94617 -13.56305 17.64985  0.272
Ge -2.33974 -10.84163 12.91561  1.617
C -1.63501 -11.85244 11.49008  -0.524
C -1.29535 -13.18067 11.62422  -0.202
C -0.69058 -13.78472 10.51379  -0.188
C -0.32659 -13.03185 9.38107  -0.166
C -0.64148 -11.69026 9.33667  -0.191
C -1.26104 -11.07613 10.38316  -0.201
C -3.92619 -11.05217 13.88370  -0.542
C -4.35042 -9.94826 14.61883  -0.203
C -5.64272 -9.85983 15.10658  -0.182
C -6.55228 -10.92008 14.87453  -0.155
C -6.09264 -12.03724 14.12338  -0.183
C -4.75805 -12.13330 13.65080  -0.174
H -1.93315 -9.37532 12.70810  -0.182
H -1.65236 -13.73083 12.50509  0.235
H -0.62794 -14.86256 10.49989  0.235
H 0.22841 -13.54327 8.52771  0.249
H -0.35988 -11.11917 8.46147  0.234
H -1.45800 -10.02390 10.40488  0.216
H -3.69400 -9.10696 14.67017  0.207
H -5.87127 -8.97315 15.65106  0.227
H -7.45840 -10.93273 15.39559  0.236
H -6.72267 -12.91945 13.90264  0.240
H -4.47251 -12.96172 13.04746  0.229
C 2.08032 -6.73236 14.26103  -0.833
S 0.71567 -7.50475 13.44919  1.313
O 0.46981 -8.80247 14.23421  -1.200
C -0.66856 -6.43131 13.92384  -0.261
C -1.00020 -6.06140 15.23072  -0.210
C -2.19412 -5.29558 15.40776  -0.168
C -2.98341 -4.99239 14.25337  -0.156
C -2.55628 -5.32238 12.99189  -0.188
C -1.39436 -6.03048 12.79162  -0.198
H 1.93178 -6.68486 15.34812  0.261
H 2.21463 -5.72484 13.83354  0.279
H 3.00505 -7.29192 13.99533  0.275
H -0.50664 -6.47299 16.06048  0.226
H -2.59149 -5.07993 16.38328  0.241
H -3.91818 -4.49335 14.32673  0.239
H -3.22642 -5.16148 12.18589  0.237
H -1.10387 -6.39763 11.78130  0.241

frontier orbital gap	7.50	eV
energy above the lowest of the compared OMol25 structures with the same formula, charge and spin	17.8	kcal per mole
E_HOMO	-14.267	eV
calculated total energy	-3924.970784	a.u.
charge	+2
2S+1	1

=====

ORCA calculation (wB97M-V/def2-TZVPD) on a molecular structure, C23H20BCl28F2IO5 in a non-equilibrium geometry.

Each line ends with the Löwdin charge.
Geometry (Å):
C 6.46365 1.47219 -2.14892  -0.064
C 5.68796 0.17789 -2.51822  -0.236
O 4.83973 -0.16216 -1.39873  -0.013
B 3.62642 -0.67591 -1.83579  -0.617
O 3.64672 -1.91135 -2.53011  0.089
C 2.20560 -0.00861 -1.59368  0.079
C 1.92735 0.65901 -0.46958  -0.051
C 2.86489 0.84608 0.72780  0.005
C 3.44282 2.28708 0.82164  -0.448
O 3.05712 3.01672 1.61873  0.201
F 4.44116 2.69578 -0.00288  0.099
C 0.53742 1.30832 -0.35204  -0.309
O 0.44195 2.25533 0.36363  0.097
C -0.65095 0.79924 -1.14998  -0.148
C -2.10024 1.07020 -0.74626  -0.596
I -2.41048 1.14403 1.39612  0.998
C -2.55993 2.40965 -1.50393  -0.249
C -3.50605 3.30958 -0.65965  -0.214
C -0.36283 0.11983 -2.27368  -0.066
C -1.42854 -0.42134 -3.22637  -0.119
C -1.79533 -1.93115 -2.99845  -0.132
C -3.25096 -2.12828 -2.47262  -0.190
F -3.27375 -2.14530 -1.06804  -0.076
C 1.11056 -0.11986 -2.65858  -0.265
O 1.34693 -0.42216 -3.78435  0.080
H 7.38630 1.57621 -2.74562  0.075
H 5.80015 2.35581 -2.20412  0.077
H 6.72657 1.36533 -1.07495  0.081
H 5.11405 0.27027 -3.46385  0.060
H 6.45228 -0.62110 -2.66070  0.124
H 4.12132 -1.82474 -3.37164  0.097
H 3.65142 0.07715 0.81556  0.095
H 2.23853 0.75445 1.63731  0.144
H -2.76857 0.27960 -1.12881  0.052
H -3.06472 2.08795 -2.43421  0.088
H -1.63259 2.97087 -1.72249  0.114
H -2.97306 3.84401 0.14930  0.058
H -3.88677 4.11710 -1.32893  0.079
H -4.39794 2.77991 -0.28873  -0.010
H -2.37147 0.15460 -3.20510  0.095
H -1.00445 -0.33444 -4.24830  0.119
H -1.79449 -2.41503 -3.99975  0.115
H -1.09119 -2.48377 -2.35144  0.127
H -3.63976 -3.08157 -2.88267  0.117
H -3.89338 -1.27667 -2.78227  0.109
C 4.64881 0.89632 -6.88954  -2.027
Cl 6.09941 1.21504 -5.92192  0.544
Cl 3.40698 0.14690 -5.87335  0.575
Cl 4.03315 2.42105 -7.54380  0.528
Cl 5.05986 -0.19435 -8.22248  0.525
C -7.65718 2.12644 -1.39476  -2.034
Cl -6.14733 1.49445 -2.07581  0.535
Cl -8.57632 2.94796 -2.66461  0.526
Cl -8.61356 0.78783 -0.74378  0.527
Cl -7.28658 3.27220 -0.09823  0.540
C -2.81788 2.37704 5.85865  -1.995
Cl -1.34716 2.67239 6.79873  0.539
Cl -4.03563 1.60554 6.88464  0.461
Cl -3.44970 3.91508 5.24972  0.536
Cl -2.43856 1.31244 4.49277  0.357
C 5.94121 -3.06241 0.70833  -2.006
Cl 6.14734 -1.39312 1.26192  0.568
Cl 6.30417 -4.16959 2.04051  0.514
Cl 4.27237 -3.31682 0.17161  0.588
Cl 7.04724 -3.37513 -0.64062  0.526
C -5.90942 1.87972 10.50929  -2.028
Cl -5.24735 3.29201 9.67727  0.516
Cl -7.57548 2.21532 11.00306  0.528
Cl -5.89189 0.47533 9.42184  0.477
Cl -4.92933 1.52454 11.93921  0.528
C -6.15398 -1.03469 4.82354  -2.005
Cl -5.02066 -0.04462 3.89234  0.467
Cl -7.80494 -0.74357 4.25086  0.527
Cl -5.75116 -2.74644 4.61916  0.533
Cl -6.03935 -0.60193 6.53800  0.451
C 5.24911 -8.02255 0.36193  -2.041
Cl 3.55994 -7.49488 0.31335  0.518
Cl 6.29115 -6.71031 -0.20454  0.491
Cl 5.68715 -8.44660 2.02462  0.518
Cl 5.45650 -9.43743 -0.68241  0.521

frontier orbital gap	8.00	eV
energy above the lowest of the compared OMol25 structures with the same formula, charge and spin	0.0	kcal per mole
E_HOMO	-9.158	eV
calculated total energy	-14672.201522	a.u.
2S+1	1

=====

ORCA calculation (wB97M-V/def2-TZVPD) on 3 unconnected molecules or ions with the total composition C14H32FN3O4 in a non-equilibrium geometry.

Each line ends with the natural charge from an NBO analysis.
Geometry (Å):
C 4.45127 -1.88502 1.18119  -0.617
C 3.48644 -1.25156 0.10638  -0.395
C 1.94866 -1.57006 0.37736  -0.424
C 0.96695 -0.49292 -0.23796  -0.431
C -0.38299 -1.07002 -0.79768  0.106
O -0.96524 -0.05676 -1.63950  -0.546
C -2.04518 -0.54663 -2.40234  0.342
F -2.42211 0.39462 -3.39724  -0.371
C -1.35432 -1.68116 0.28746  -0.092
C -1.54334 -0.80182 1.59586  -0.463
C -1.67829 0.77081 1.34684  -0.236
N -2.71832 1.27766 2.32293  -0.832
N -0.79621 -3.01391 0.73827  -0.468
N -1.90770 -3.65547 1.40050  -0.483
C -2.19685 -4.71425 0.78919  0.890
O -2.68622 -5.57554 0.19173  -0.461
H 5.51630 -1.64412 0.87199  0.211
H 4.37492 -3.00682 1.26763  0.206
H 4.33383 -1.45899 2.21645  0.208
H 3.76184 -1.71018 -0.88785  0.203
H 3.68245 -0.13602 0.11275  0.203
H 1.69602 -2.63431 0.09678  0.216
H 1.83712 -1.51976 1.50913  0.202
H 1.50761 -0.03886 -1.12774  0.223
H 0.84869 0.33966 0.50345  0.221
H -0.09802 -1.93102 -1.48850  0.185
H -1.85668 -1.53916 -2.90075  0.149
H -2.94104 -0.60470 -1.70931  0.135
H -2.38777 -1.92092 -0.09491  0.215
H -0.75585 -0.98443 2.38755  0.226
H -2.51810 -1.13764 2.06816  0.219
H -2.05657 1.05990 0.33262  0.209
H -0.71550 1.31529 1.56236  0.195
H -3.60886 1.07393 1.85858  0.349
H -2.67603 0.69562 3.16932  0.342
H -0.12239 -2.83855 1.49722  0.364
C 1.72768 2.43081 4.82174  -0.632
C 1.05274 1.86491 3.58766  -0.069
O 0.85534 0.46318 3.73350  -0.732
H 2.69079 1.94350 4.98868  0.213
H 1.88948 3.50586 4.72036  0.216
H 1.11939 2.24987 5.71221  0.199
H 1.67281 2.02856 2.70450  0.178
H 0.08093 2.34074 3.42074  0.170
H 0.29929 0.32723 4.51053  0.463
C -1.14387 2.28690 -6.44462  -0.633
C -0.80711 3.41596 -5.48929  -0.059
O -1.62342 3.34198 -4.32754  -0.725
H -2.19542 2.33311 -6.73576  0.212
H -0.52620 2.33838 -7.34434  0.206
H -0.98712 1.31640 -5.96620  0.201
H -0.98523 4.38276 -5.96268  0.173
H 0.24414 3.36837 -5.18539  0.151
H -1.45589 2.48837 -3.90720  0.471

frontier orbital gap	9.53	eV
E_HOMO	-9.059	eV
calculated total energy	-1117.594194	a.u.
SMILES string	CCCC[C@H](OCF)[C@H](CCN)NN=C=O.CCO.CCO
2S+1	1

=====

- The lowest frontier orbital gap belongs to which entry?
  C26H23BeGeNO5S